84
Properties=species:S:1:pos:R:3:forces:R:3 method="wB97M-V/def2-TZVPD" e_above_lowest_kj_mol=52.5 orbital_gap_ev=5.48 molar_mass_g_mol=733.9 lumo_ev=4.0014 total_charge=-2
K 0.259121 0.805475 -0.398710 0.0 -0.6 0.3
C -4.860206 -0.078122 -1.947840 0.1 0.0 0.1
C -3.753846 -0.847308 -1.260603 0.0 0.0 0.0
C -2.909725 -1.674661 -2.002615 0.0 0.0 0.0
C -1.908671 -2.409484 -1.385091 -0.1 0.0 0.1
C -1.731814 -2.342406 -0.004334 -0.1 0.1 -0.1
C -2.544701 -1.497606 0.740100 -0.1 0.1 -0.2
C -3.540764 -0.748454 0.111571 0.0 -0.1 0.0
H -4.487894 0.434794 -2.838121 0.0 0.0 0.0
H -5.291618 0.672708 -1.281151 0.0 0.0 0.0
H -5.668270 -0.745862 -2.264411 0.0 0.0 0.0
H -3.019978 -1.712659 -3.082831 0.0 0.0 0.1
H -1.234067 -3.013282 -1.980792 0.0 0.0 0.0
H -0.907980 -2.867116 0.464656 0.0 0.1 0.0
H -2.374677 -1.386774 1.804965 0.0 0.0 0.0
H -4.150001 -0.065377 0.698405 0.0 0.0 0.0
C -1.085260 -0.608547 5.301379 0.1 0.0 -0.1
C -0.429202 0.570099 4.963656 0.0 -0.1 -0.1
C 0.571154 0.554753 3.999511 0.0 0.0 0.0
C 0.958294 -0.631876 3.373072 0.0 0.0 0.1
C 0.289383 -1.806477 3.714519 0.0 0.0 0.0
C -0.726077 -1.793452 4.668474 0.1 0.1 0.0
P 2.310185 -0.514703 2.110117 0.0 0.0 0.3
C 3.706100 -0.110057 3.275473 0.0 0.1 -0.1
C 3.795570 -0.579764 4.585267 0.1 0.0 0.1
C 4.891034 -0.274735 5.385583 -0.1 0.0 -0.1
C 5.927631 0.507779 4.887426 -0.1 0.0 0.0
C 5.856954 0.983986 3.587657 -0.2 0.0 -0.2
C 4.751141 0.678683 2.793464 0.1 0.0 0.1
C 2.620058 -2.251073 1.672727 -0.1 -0.2 0.1
C 3.775884 -2.965004 2.008896 -0.2 0.0 -0.1
C 3.890840 -4.292496 1.606211 -0.1 0.1 0.0
C 2.838067 -4.873684 0.905224 -0.1 0.1 0.0
C 1.689744 -4.132034 0.612676 0.1 0.1 0.0
C 1.515122 -2.774266 0.960295 0.3 -0.1 0.0
H -1.880379 -0.600459 6.038513 0.0 0.0 0.0
H -0.711044 1.506927 5.431770 0.0 0.0 0.0
H 1.055749 1.485694 3.717093 0.0 0.0 0.0
H 0.552048 -2.726563 3.203780 0.0 0.1 0.0
H -1.242644 -2.715769 4.912253 0.0 0.0 0.0
H 2.991656 -1.190564 4.981819 0.0 0.0 0.0
H 4.937073 -0.649936 6.401839 0.0 0.0 0.0
H 6.780064 0.748390 5.512338 0.0 0.0 0.0
H 6.655356 1.600818 3.190037 0.0 0.0 0.0
H 4.690182 1.061498 1.779734 0.0 0.0 0.0
H 4.583284 -2.501601 2.567290 0.0 0.0 0.0
H 4.783884 -4.862403 1.837417 0.0 0.0 0.0
H 2.917327 -5.910919 0.586300 0.0 0.0 0.0
H 0.897978 -4.651129 0.063785 0.0 0.0 0.0
O 1.521613 0.281426 -2.344695 0.5 0.1 -0.8
C 1.796537 0.845984 -3.442389 -0.1 0.0 0.0
C 3.029083 0.600321 -4.143364 -0.1 0.1 -0.1
C 3.342292 1.209480 -5.339375 -0.2 0.0 0.1
C 2.463080 2.120421 -5.947086 0.0 -0.1 0.2
C 1.269535 2.394531 -5.295362 0.0 0.0 0.1
C 0.919900 1.804381 -4.079494 -0.1 0.0 0.0
C -0.335876 2.214624 -3.426878 -0.1 0.1 0.0
N -1.167041 1.509274 -2.680821 -0.2 0.2 -0.2
C -2.196443 2.365915 -2.337886 0.1 -0.1 0.0
C -1.993263 3.602347 -2.865649 0.1 -0.1 0.0
N -0.811598 3.493551 -3.563218 0.0 0.0 0.0
H 3.710645 -0.103379 -3.677557 0.0 0.0 0.0
H 4.287304 0.977032 -5.820546 0.0 0.0 0.0
H 2.699068 2.585734 -6.895099 0.0 0.0 0.0
H 0.566024 3.079218 -5.762473 0.0 0.0 0.0
H -2.998178 2.046982 -1.687321 0.1 0.0 -0.1
H -2.511626 4.537762 -2.744877 0.0 0.0 0.0
H -0.279048 4.254247 -3.944707 0.0 0.0 0.0
O -0.922708 5.586012 -0.512103 0.0 0.1 -0.1
S -0.248569 4.909642 0.571375 -0.1 -0.3 0.2
O 1.080709 5.369880 0.887203 0.1 0.1 0.0
N -0.319782 3.311954 0.434293 -0.2 0.1 0.4
C -1.064292 2.738792 1.412735 0.1 0.3 -0.1
O -1.282501 1.537674 1.556743 -0.2 0.2 0.1
C -1.638014 3.752181 2.377662 0.1 0.0 -0.2
C -2.433115 3.514162 3.478692 -0.1 0.0 0.2
C -2.847358 4.608037 4.233528 0.0 -0.1 0.0
C -2.466474 5.902142 3.880945 0.0 0.0 0.0
C -1.664759 6.130915 2.769258 0.1 0.0 -0.1
C -1.264942 5.028903 2.034703 0.0 0.3 0.0
H -2.708863 2.495384 3.727451 0.0 0.0 0.0
H -3.472343 4.457391 5.106691 0.0 0.0 0.0
H -2.799910 6.738829 4.482679 0.0 0.0 0.0
H -1.362056 7.132770 2.487751 0.0 0.0 0.0

=====

104
Properties=species:S:1:pos:R:3:forces:R:3 method="wB97M-V/def2-TZVPD" e_above_lowest_kj_mol=295.1 orbital_gap_ev=7.29 molar_mass_g_mol=1363.0 lumo_ev=3.5013 total_charge=-2
Rb 2.097228 -0.355088 1.308192 -1.9 0.2 1.6
O 0.281397 -1.853933 -2.478619 -0.3 -0.1 0.1
C -0.911630 -2.591636 -2.714795 0.2 0.1 0.1
C -0.946263 -3.959708 -2.046293 0.3 0.0 0.1
C -0.680634 -3.871420 -0.538201 -0.4 0.0 -0.2
C -1.808210 -3.190280 0.194466 0.2 0.3 0.2
C -3.076945 -3.757501 0.300507 -0.1 0.0 0.0
C -4.052959 -3.088583 1.024877 0.1 -0.1 0.0
C -3.730947 -1.889109 1.642159 -0.1 0.0 0.0
C -2.448071 -1.393271 1.476720 0.3 -0.3 0.0
N -1.510108 -2.015742 0.755959 -0.3 0.1 0.1
H 1.057614 -2.404857 -2.633361 -0.1 -0.1 -0.1
H -1.078641 -2.707296 -3.788783 -0.1 0.0 -0.2
H -1.719414 -1.974786 -2.312416 0.0 0.0 0.0
H -0.189215 -4.606010 -2.507119 -0.1 0.0 0.0
H -1.925385 -4.410653 -2.240891 0.0 0.0 0.0
H 0.211810 -3.281248 -0.363440 0.1 0.0 0.0
H -0.515835 -4.869226 -0.124097 0.0 0.0 0.0
H -3.289572 -4.713701 -0.171618 0.0 0.1 0.1
H -5.049225 -3.507716 1.121678 0.0 0.0 0.0
H -4.456063 -1.349271 2.241404 0.1 0.0 -0.1
H -2.138516 -0.475861 1.976567 0.0 -0.1 -0.1
F 3.327656 -2.650793 -2.990884 0.0 0.2 -0.1
C 3.641558 -1.355300 -3.185531 -0.1 0.2 0.1
F 4.796814 -1.283983 -3.848240 -0.1 -0.2 0.0
F 2.696512 -0.832626 -3.986606 0.1 -0.3 0.0
S 3.680904 -0.379022 -1.552263 0.2 -1.4 -1.7
O 3.174275 -1.345499 -0.595695 0.7 -0.2 -1.4
O 2.832966 0.718185 -1.939906 0.9 -0.2 0.4
N 5.242032 -0.103245 -1.411219 -0.4 -0.3 0.6
S 6.051482 -1.342718 -0.790687 0.1 -0.1 -0.3
O 5.726823 -2.594232 -1.427045 0.0 0.1 0.1
O 7.442344 -1.003817 -0.695283 -0.2 0.4 0.1
C 5.540999 -1.740798 1.025283 0.1 -0.4 0.7
F 4.834213 -2.869804 1.018513 -0.2 0.1 -0.1
F 4.882205 -0.864282 1.811380 0.7 -0.2 -1.0
F 6.694669 -2.042400 1.654139 0.0 0.3 -0.1
C -3.334546 6.409316 -1.297702 0.0 -0.1 0.1
C -2.257324 5.863107 -1.981464 0.0 -0.1 0.1
C -1.734787 4.626517 -1.600059 -0.3 0.0 0.2
C -2.264863 3.915704 -0.518683 0.0 0.2 -0.1
C -3.350464 4.485029 0.156154 0.0 0.0 -0.1
C -3.885238 5.709486 -0.226741 0.1 0.0 -0.1
Sb -1.500837 1.963085 0.143924 -0.4 0.5 0.2
C -1.593000 2.590874 2.231179 0.1 -0.1 0.2
C -2.710532 2.820370 3.042972 0.2 -0.1 0.1
C -2.572595 3.297481 4.343459 0.1 0.0 -0.1
C -1.307474 3.541559 4.871292 -0.1 0.0 -0.1
C -0.184317 3.289381 4.096013 -0.1 0.0 -0.1
C -0.327342 2.819836 2.792442 -0.2 0.0 0.0
C -3.489041 1.160210 -0.224068 -0.1 -0.4 -0.2
C -4.689421 1.303600 0.476513 0.0 -0.1 -0.1
C -5.853635 0.666763 0.050606 0.1 0.0 -0.1
C -5.843851 -0.133274 -1.088912 0.1 0.1 0.1
C -4.660351 -0.288673 -1.803792 0.0 0.1 0.1
C -3.501494 0.350110 -1.373149 -0.1 0.1 0.2
H -3.742546 7.369540 -1.592261 0.0 0.0 0.0
H -1.813711 6.398796 -2.815113 0.0 -0.1 0.0
H -0.911005 4.225742 -2.163036 0.2 -0.1 -0.1
H -3.792152 3.968527 1.004051 0.1 0.1 -0.2
H -4.732345 6.121165 0.315544 0.1 0.0 0.0
H -3.711159 2.612396 2.686575 0.1 0.1 0.0
H -3.457332 3.475472 4.945990 0.0 0.0 0.0
H -1.201945 3.912270 5.885576 0.0 0.0 -0.1
H 0.810643 3.449681 4.498647 -0.1 0.0 0.0
H 0.562716 2.630734 2.203409 -0.1 0.0 0.0
H -4.742839 1.909826 1.373209 0.0 -0.1 -0.1
H -6.771459 0.794195 0.615681 0.0 0.0 0.0
H -6.749483 -0.633129 -1.413575 0.0 0.0 0.0
H -4.639379 -0.911034 -2.692614 0.0 0.0 0.0
H -2.576097 0.214113 -1.934980 -0.1 0.0 0.1
F 4.731716 3.708313 1.753525 -0.1 0.0 0.2
C 3.452709 3.317459 1.688372 0.0 0.1 0.1
F 3.172056 2.593229 2.790274 0.1 0.2 0.0
F 2.680189 4.417671 1.717061 0.1 0.1 0.2
S 3.113376 2.349353 0.183588 0.3 1.3 0.7
O 3.868367 1.145679 0.483412 0.6 1.4 -0.4
O 3.579804 3.239668 -0.849606 -0.2 -0.4 -0.1
O 1.667044 2.188043 0.321456 0.2 0.1 -0.5
Br 0.261148 0.027685 -6.657663 0.0 0.0 0.1
C 0.526514 1.062444 -5.081048 -0.1 0.0 0.1
C 1.572280 1.964391 -5.002314 0.0 0.1 0.1
C 1.719851 2.678758 -3.826691 0.0 0.0 -0.1
C 0.823000 2.458141 -2.790029 -0.2 -0.1 0.1
N -0.207222 1.614111 -2.878412 0.2 -0.2 -0.6
C -0.333831 0.907221 -4.011879 -0.1 0.2 0.4
H 2.263139 2.076512 -5.824377 0.0 0.0 -0.1
H 2.543352 3.365867 -3.678351 0.0 -0.1 0.0
H 0.977834 2.947414 -1.828613 -0.1 -0.1 -0.2
H -1.148553 0.189790 -4.061050 0.1 0.1 0.0
Br 2.255034 -4.042675 5.967617 0.0 0.0 -0.1
C 2.361280 -4.465144 4.109553 0.0 0.0 -0.3
C 2.719521 -5.763619 3.770453 0.0 0.1 -0.1
C 2.825113 -6.116185 2.430085 -0.1 0.0 0.1
C 2.545017 -5.180688 1.443652 -0.1 0.1 -0.2
C 2.155310 -3.898677 1.797113 0.0 0.0 0.5
C 2.070263 -3.509294 3.137867 0.1 0.1 0.2
C 1.743165 -2.034635 3.457642 -0.2 0.0 0.9
O 2.640794 -1.390071 4.049590 -0.5 -0.5 -0.5
O 0.641226 -1.613063 3.023055 0.2 -0.7 0.6
H 2.917301 -6.488397 4.550481 0.0 0.0 0.0
H 3.122413 -7.124590 2.160858 0.0 0.1 0.0
H 2.639039 -5.444983 0.393178 0.0 0.0 0.1
H 1.945080 -3.151274 1.045265 0.0 -0.1 -0.1